Molecular formula: C36H32N9O7SSe2Ta
Method: DFT, wB97M-V/def2-TZVPD

LUMO energy: -5.96 eV
HOMO: -0.4593 hartree
DFT total energy: -7668.07601 hartree
Charge: +2
Frontier orbital gap: 6.536 eV

Atoms and positions in Å:
Ta: -0.46063 -0.54381 -0.78036
Se: -1.60473 -4.44897 -1.17307
Se: -2.50079 -2.43656 -1.88848
C: -3.37781 -1.91098 -0.28259
C: -4.61024 -2.34292 0.15797
C: -5.07261 -1.81965 1.35692
C: -4.28695 -0.90637 2.04113
C: -3.05915 -0.53952 1.51812
N: -2.61228 -1.03243 0.35854
C: 0.22253 -4.01650 -1.53392
C: 0.96374 -5.12687 -1.91410
C: 2.31879 -4.99300 -2.13801
C: 2.87339 -3.73049 -2.01433
C: 2.05893 -2.67743 -1.65627
N: 0.74086 -2.78896 -1.39184
H: -5.18420 -3.06175 -0.40962
H: -6.03128 -2.12750 1.75284
H: -4.61597 -0.48170 2.97937
H: -2.41021 0.14569 2.04190
H: 0.46896 -6.08107 -2.03622
H: 2.92054 -5.84866 -2.41332
H: 3.92463 -3.54883 -2.18593
H: 2.48933 -1.69720 -1.54011
S: -4.08420 5.91359 0.86279
N: -2.99662 5.05659 1.67495
C: -2.69810 4.00422 0.92066
C: -1.76054 2.96883 1.25552
C: -1.06546 2.92724 2.52983
C: -0.24693 1.91685 2.80912
C: 0.11320 0.82964 1.83144
N: -0.68028 0.90602 0.57220
C: -1.55158 1.96587 0.35900
C: -2.30703 1.90579 -0.86134
N: -2.08708 0.81730 -1.64147
C: -2.76204 0.71612 -2.78946
C: -3.68206 1.65583 -3.21867
C: -3.92682 2.76006 -2.42442
C: -3.23566 2.89217 -1.22539
C: -3.42035 3.98134 -0.30210
N: -4.24390 5.00845 -0.45385
H: -1.23396 3.72822 3.23671
H: 0.27781 1.91549 3.75011
H: 1.16693 1.02895 1.57199
H: -2.57559 -0.15738 -3.39821
H: -4.19353 1.50907 -4.15886
H: -4.64336 3.51901 -2.71182
N: -0.55013 -2.02858 -3.97637
N: -0.08741 -0.89622 -3.21586
H: 0.11432 -2.23688 -4.71595
H: -1.41680 -1.77707 -4.43905
H: -0.27389 -0.00824 -3.68421
H: 0.92906 -0.94322 -3.20960
O: -0.07747 -2.83298 1.33936
N: 1.19846 -3.44334 1.32850
O: 1.12577 -4.63242 1.26362
O: 2.15922 -2.73127 1.36416
O: 0.60700 1.09174 -1.84918
C: 1.69217 0.81213 -1.23665
O: 1.58699 -0.23320 -0.47751
C: 2.91566 1.55595 -1.36747
C: 4.04309 1.13392 -0.66000
C: 5.24891 1.81755 -0.76077
C: 5.26308 2.92207 -1.58416
O: 6.29373 3.73585 -1.83954
C: 5.82354 4.74083 -2.75763
O: 4.44258 4.45562 -3.00921
C: 4.13445 3.35055 -2.28882
C: 2.94475 2.69631 -2.20364
H: 3.96684 0.26521 -0.01891
H: 6.13407 1.50827 -0.22390
H: 6.38995 4.67231 -3.68390
H: 5.92003 5.72095 -2.29567
H: 2.06775 3.02306 -2.74433
C: -0.82113 -0.54277 4.59748
C: 0.36783 -1.02396 3.73658
C: 1.71007 -0.41909 4.19162
C: 0.46901 -2.52982 4.02946
C: 0.11185 -0.64366 2.27495
C: -0.05892 -1.42945 1.20736
H: -0.57020 -0.66059 5.65258
H: -1.69399 -1.16908 4.39647
H: -1.11079 0.49258 4.44289
H: 1.89681 -0.70299 5.22819
H: 1.76212 0.66569 4.13922
H: 2.52176 -0.82339 3.58346
H: 0.52822 -2.64651 5.11247
H: 1.37727 -2.97479 3.62693
H: -0.40334 -3.08486 3.68972

Atoms 1-3, force components in eV/Å:
Ta -0.46 -0.48 0.05
Se 0.08 0.03 0.06
Se -0.16 -0.06 -0.17

Charges per atom according to Mulliken partitioning, unit e: 1.18, 0.15, 0.13, 0.29, -1.01, -0.47, -1.29, -0.12, 0.56, 0.06, -0.93, -0.63, -1.00, -0.67, 0.61, 0.59, 0.46, 0.57, 0.75, 0.52, 0.45, 0.57, 0.63, 0.18, -0.63, 0.58, 0.78, -1.54, -1.11, 0.84, 0.43, -0.27, 0.21, 0.33, -0.12, -1.43, -0.47, 0.48, 0.72, -0.69, 0.57, 0.54, 0.35, 0.25, 0.49, 0.61, -0.80, -0.40, 0.29, 0.24, 0.49, 0.38, -0.34, 1.08, -0.69, -0.45, -0.86, 0.26, -0.53, 0.63, -0.34, -1.42, 1.02, -0.46, -0.25, -0.49, 0.54, -1.08, 0.59, 0.47, 0.27, 0.27, 0.55, -1.74, 1.80, -1.63, -2.06, 0.50, 0.07, 0.57, 0.33, 0.30, 0.48, 0.30, 0.36, 0.57, 0.35, 0.34